Record 1
This record from the OMol25 dataset describes the molecule C3H5NO2. The level of theory is ωB97M-V with the def2-TZVPD basis set.

```
11
C3H5NO2 (ωB97M-V with the def2-TZVPD basis set)
O 1.7185 0.1124 0.6868
O -0.7854 1.4830 -0.2358
N -2.6531 -0.8509 -1.0733
C 0.7152 -0.5004 -0.1015
C -1.7517 -0.5247 -0.4339
C -0.6186 0.1759 0.2415
H -0.7372 0.1257 1.3350
H 2.5790 -0.1106 0.3085
H 0.8951 -0.3731 -1.1780
H -0.0084 2.0399 -0.1353
H 0.6475 -1.5819 0.1067
```

Results
frontier orbital gap = 11.591 eV
SMILES = N#C[C@H](O)CO
charge = 0
calculated total energy = -322.51250 Ha
E_HOMO = -11.13 eV
relative energy (zero: lowest compared OMol25 entry of this formula, charge and spin) = 38.8 kcal per mole
multiplicity = 1



Record 2
This record from the OMol25 dataset describes the molecule C3H5NO2 at a distorted geometry. The level of theory is ωB97M-V with the def2-TZVPD basis set.

```
11
C3H5NO2 (ωB97M-V with the def2-TZVPD basis set)
O 0.0551 0.1863 1.8151
O -0.8472 -1.5302 -0.1603
N -0.2397 0.5039 -2.8409
C -0.1104 -0.0175 -1.8184
C 0.0869 -0.5326 -0.4579
C -0.0410 0.6540 0.4815
H -0.9265 1.2733 0.3435
H 0.8537 1.2965 0.3358
H 0.8645 0.7027 1.8667
H 1.1195 -0.9136 -0.3706
H -0.8150 -1.6227 0.8054
```

Results
frontier orbital gap = 11.378 eV
SMILES = N#C[C@H](O)CO
charge = 0
calculated total energy = -322.49659 Ha
E_HOMO = -11.03 eV
relative energy (zero: lowest compared OMol25 entry of this formula, charge and spin) = 48.8 kcal per mole
multiplicity = 1



Record 3
This record from the OMol25 dataset describes a cluster of 2 separate species, C3H5NO2 in total at a distorted geometry. The level of theory is ωB97M-V with the def2-TZVPD basis set.

```
11
C3H5NO2 (ωB97M-V with the def2-TZVPD basis set)
O -0.2589 0.9014 0.8770
O 2.3106 0.0093 -0.1674
N 0.0484 -1.2640 0.3675
C 0.4672 -0.1253 1.0484
C -1.1109 0.6341 -0.2228
C -0.9731 -0.8680 -0.3112
H -2.0612 0.9553 -0.1492
H 1.0998 -0.2611 1.9096
H -0.7258 1.0239 -1.1004
H -1.6164 -1.4625 -0.9079
H 2.6293 -0.8788 0.0848
```

Results
frontier orbital gap (alpha / beta) = 8.425 / 8.418 eV
charge = 0
calculated total energy = -322.41584 Ha
E_HOMO (alpha / beta) = -8.76 / -8.75 eV
relative energy (zero: lowest compared OMol25 entry of this formula, charge and spin) = 99.5 kcal per mole
multiplicity = 1



Record 4
This record from the OMol25 dataset describes the molecule C3H5NO2 at a distorted geometry. The level of theory is ωB97M-V with the def2-TZVPD basis set.

```
11
C3H5NO2 (ωB97M-V with the def2-TZVPD basis set)
O 0.7518 0.6561 0.6271
O -1.0390 -2.3213 0.3285
N 0.3921 0.6224 -1.7820
C -0.1475 -1.5182 0.4370
C -0.3235 -0.1465 1.0446
C 0.4573 1.2895 -0.7368
H -1.3003 0.2664 0.7390
H 0.8929 -1.7055 0.0894
H 0.1957 0.9422 -2.7335
H -0.3463 -0.2372 2.1434
H 0.3755 2.1280 -0.0713
```

Results
frontier orbital gap = 10.533 eV
SMILES = [H]/N=C/OCC=O
charge = 0
calculated total energy = -322.44740 Ha
E_HOMO = -9.63 eV
relative energy (zero: lowest compared OMol25 entry of this formula, charge and spin) = 79.6 kcal per mole
multiplicity = 1



Record 5
This record from the OMol25 dataset describes a cluster of 2 separate species, C3H5NO2 in total at a distorted geometry. The level of theory is ωB97M-V with the def2-TZVPD basis set.

```
11
C3H5NO2 (ωB97M-V with the def2-TZVPD basis set)
O 0.4644 -1.1825 -0.0264
O -0.5374 2.4843 0.2125
N 1.7844 0.5659 -0.8360
C -0.3234 1.4282 -0.1360
C -1.1391 -0.7876 0.1881
C 1.5169 -0.3374 0.0182
H -1.5790 -0.7385 -0.8111
H -1.2406 -1.7233 0.6901
H 2.1590 -0.4081 0.9075
H 1.1280 0.4599 -1.6131
H -1.6703 -0.0185 0.8073
```

Results
frontier orbital gap = 10.545 eV
charge = 0
calculated total energy = -322.42037 Ha
E_HOMO = -10.07 eV
relative energy (zero: lowest compared OMol25 entry of this formula, charge and spin) = 96.6 kcal per mole
multiplicity = 1



Record 6
This record from the OMol25 dataset describes the molecule C3H5NO2 at a distorted geometry. The level of theory is ωB97M-V with the def2-TZVPD basis set.

```
11
C3H5NO2 (ωB97M-V with the def2-TZVPD basis set)
O 1.4515 -0.3991 0.5623
O -0.3031 -1.4316 -0.9566
N 0.1811 2.6644 1.4573
C -0.5528 -0.0867 -0.6317
C 0.1962 1.5529 1.1298
C 0.1569 0.1214 0.7234
H -1.6312 0.1027 -0.5583
H -0.0916 0.6125 -1.3424
H 1.2686 -1.1679 0.0101
H -0.2788 -1.5655 -1.9151
H -0.3967 -0.4031 1.5213
```

Results
frontier orbital gap = 11.361 eV
SMILES = N#C[C@H](O)CO
charge = 0
calculated total energy = -322.51542 Ha
E_HOMO = -10.99 eV
relative energy (zero: lowest compared OMol25 entry of this formula, charge and spin) = 37.0 kcal per mole
multiplicity = 1



Record 7
This record from the OMol25 dataset describes the molecule C3H5NO2 at a distorted geometry. The level of theory is ωB97M-V with the def2-TZVPD basis set.

```
11
C3H5NO2 (ωB97M-V with the def2-TZVPD basis set)
O 1.7736 -1.2030 -0.0165
O -0.8841 -0.2442 -0.1770
N -0.4796 0.9643 -0.1169
C -2.3552 -0.4245 0.1440
C 0.7517 0.9930 0.0543
C 1.7309 0.0141 0.0928
H 2.5692 0.7762 -0.1696
H -2.9432 -1.2532 -0.6090
H -2.4460 -0.6915 1.2874
H -2.8532 0.5733 -0.2699
H 1.1504 1.9271 0.3808
```

Results
frontier orbital gap = 9.163 eV
SMILES = CO/N=C\C=O
charge = 0
calculated total energy = -322.36645 Ha
E_HOMO = -9.52 eV
relative energy (zero: lowest compared OMol25 entry of this formula, charge and spin) = 130.4 kcal per mole
multiplicity = 1



Record 8
This record from the OMol25 dataset describes the molecule C3H5NO2 at a distorted geometry. The level of theory is ωB97M-V with the def2-TZVPD basis set.

```
11
C3H5NO2 (ωB97M-V with the def2-TZVPD basis set)
O -0.6571 1.8784 -0.1434
O 1.7556 -2.0651 0.1122
N 0.7244 -0.0066 0.1288
C -1.4165 0.7468 -0.0929
C 1.8289 -0.8655 0.0860
C -0.4963 -0.3870 0.2158
H -1.7251 0.3156 -1.0839
H -2.3499 0.7601 0.4981
H -0.8206 -1.4186 0.3157
H 2.7726 -0.2997 0.0077
H 0.3840 1.3417 -0.0440
```

Results
frontier orbital gap = 9.280 eV
SMILES = O=C/N=C/CO
charge = 0
calculated total energy = -322.48202 Ha
E_HOMO = -9.89 eV
relative energy (zero: lowest compared OMol25 entry of this formula, charge and spin) = 57.9 kcal per mole
multiplicity = 1



Record 9
This record from the OMol25 dataset describes a cluster of 3 separate species, C3H5NO2 in total at a distorted geometry. The level of theory is ωB97M-V with the def2-TZVPD basis set.

```
11
C3H5NO2 (ωB97M-V with the def2-TZVPD basis set)
O -0.5886 -1.5245 0.8126
O 1.6901 0.5130 0.2714
N -1.7072 1.7335 -1.6129
C 1.2183 0.2102 1.3474
C -0.6373 1.6734 -1.1820
C -0.6453 -1.5619 -0.3937
H 0.3107 0.6940 1.7475
H 0.3551 1.5548 -0.7627
H 1.6947 -0.5420 1.9967
H -1.4887 -2.0426 -0.9184
H 0.1453 -1.1147 -1.0254
```

Results
frontier orbital gap = 11.189 eV
SMILES = C#N.C=O.C=O
charge = 0
calculated total energy = -322.46592 Ha
E_HOMO = -10.74 eV
relative energy (zero: lowest compared OMol25 entry of this formula, charge and spin) = 68.0 kcal per mole
multiplicity = 1



Record 10
This record from the OMol25 dataset describes the molecule C3H5NO2 at a distorted geometry. The level of theory is ωB97M-V with the def2-TZVPD basis set.

```
11
C3H5NO2 (ωB97M-V with the def2-TZVPD basis set)
O 0.5748 -2.3003 -0.4184
O -0.1342 1.0264 0.1941
N 1.8994 -0.0537 0.1524
C 0.5987 -0.0232 0.0506
C -0.2335 -1.3927 -0.3325
C -1.6249 0.7831 0.0246
H 2.2469 -1.0086 -0.0099
H 2.5611 0.6870 0.3570
H -1.8864 0.4090 -0.9693
H -2.0319 0.0788 0.7570
H -1.9699 1.7942 0.1944
```

Results
frontier orbital gap = 7.487 eV
SMILES = COC(N)=C=O
charge = 0
calculated total energy = -322.43207 Ha
E_HOMO = -6.85 eV
relative energy (zero: lowest compared OMol25 entry of this formula, charge and spin) = 89.3 kcal per mole
multiplicity = 1



Record 11
This record from the OMol25 dataset describes a structure of composition C3H5NO2 at a distorted geometry. The level of theory is ωB97M-V with the def2-TZVPD basis set.

```
11
C3H5NO2 (ωB97M-V with the def2-TZVPD basis set)
O 0.9056 0.0353 1.3092
O 0.5461 -1.1531 -0.6030
N 0.1487 1.1897 -0.5921
C -0.7274 0.5655 0.1286
C 1.2410 -0.2148 0.1256
C -0.8137 -0.9082 -0.2439
H -1.4512 1.0305 0.8167
H 2.2869 -0.1216 -0.1941
H 0.3843 2.1003 -0.2562
H -1.4734 -1.0103 -1.1183
H -1.1356 -1.5535 0.5755
```

Results
frontier orbital gap = 9.908 eV
charge = 0
calculated total energy = -322.44293 Ha
E_HOMO = -9.39 eV
relative energy (zero: lowest compared OMol25 entry of this formula, charge and spin) = 82.5 kcal per mole
multiplicity = 1



Record 12
This record from the OMol25 dataset describes the molecule C3H5NO2 at a distorted geometry. The level of theory is ωB97M-V with the def2-TZVPD basis set.

```
11
C3H5NO2 (ωB97M-V with the def2-TZVPD basis set)
O 0.0948 -1.2565 -1.2024
O -2.5897 -0.3063 1.6243
N 0.3489 -0.2257 -0.5266
C 1.5923 0.4772 -0.4660
C -1.8909 -0.4880 0.6179
C -0.6544 0.2034 0.3822
H -2.2684 -1.1935 -0.2176
H -0.3859 1.1052 0.9247
H 1.6990 1.4631 -0.8410
H 2.3957 -0.2296 -0.9194
H 1.6587 0.4508 0.6239
```

Results
frontier orbital gap (alpha / beta) = 8.413 / 8.301 eV
SMILES = C/[N+]([O-])=C/C=O
charge = 0
calculated total energy = -322.41630 Ha
E_HOMO (alpha / beta) = -9.19 / -9.28 eV
relative energy (zero: lowest compared OMol25 entry of this formula, charge and spin) = 99.2 kcal per mole
multiplicity = 1



Question: What is the formula in the sixth record?
Answer: C3H5NO2



Copy entry 1 word for word.
This record from the OMol25 dataset describes the molecule C3H5NO2. The level of theory is ωB97M-V with the def2-TZVPD basis set.

```
11
C3H5NO2 (ωB97M-V with the def2-TZVPD basis set)
O 1.7185 0.1124 0.6868
O -0.7854 1.4830 -0.2358
N -2.6531 -0.8509 -1.0733
C 0.7152 -0.5004 -0.1015
C -1.7517 -0.5247 -0.4339
C -0.6186 0.1759 0.2415
H -0.7372 0.1257 1.3350
H 2.5790 -0.1106 0.3085
H 0.8951 -0.3731 -1.1780
H -0.0084 2.0399 -0.1353
H 0.6475 -1.5819 0.1067
```

Results
frontier orbital gap = 11.591 eV
SMILES = N#C[C@H](O)CO
charge = 0
calculated total energy = -322.51250 Ha
E_HOMO = -11.13 eV
relative energy (zero: lowest compared OMol25 entry of this formula, charge and spin) = 38.8 kcal per mole
multiplicity = 1



Question: What is the formula in the third record?
Answer: C3H5NO2



Question: What is the formula in the fourth record?
Answer: C3H5NO2